(1)
C9H16N5O | ωB97M-V/def2-TZVPD

The geometry in XYZ format:
```
31
Properties=species:S:1:pos:R:3:forces:R:3:mulliken_charge:R:1
O 1.3068 1.1252 0.2546 -0.58 0.89 -0.19 -0.518
N 2.0975 0.1471 0.1638 -0.62 -1.51 0.67 0.129
N -1.4878 0.8527 -0.0481 -0.39 -1.66 -0.68 0.315
N 4.4836 2.4288 -0.4819 0.51 1.21 -0.22 -0.356
N -0.1060 -1.1239 0.2306 0.90 -0.77 2.40 0.200
N 4.0498 -2.3423 0.0921 0.03 0.56 0.24 -0.458
C 0.1659 -1.5287 -1.0975 -4.22 2.15 -1.13 -1.345
C -1.3072 1.0253 -1.5186 2.85 1.35 0.82 -1.149
C 0.3752 -2.0554 1.2814 -0.42 -3.13 0.49 -1.012
C 4.0707 1.4119 -0.1817 -0.25 -1.97 0.39 0.044
C -1.5259 2.1111 0.6268 0.55 3.80 3.83 -0.779
C 3.8619 -1.2052 0.1337 0.54 -0.06 -0.62 0.106
C -0.5216 0.0352 0.6554 2.66 -1.13 0.59 -0.487
C 3.3896 0.1580 0.0691 -0.88 0.90 -0.10 0.454
C -2.7798 0.1596 0.0499 -0.52 -2.66 2.52 -0.907
H -1.5861 0.1828 -2.0683 -0.11 -1.30 -0.64 0.457
H -1.6660 1.8974 1.7510 0.39 0.22 -1.66 0.354
H -2.8104 -0.8505 -0.3515 0.80 0.07 -0.41 0.377
H -0.2864 1.4379 -1.6949 -0.71 -0.65 -0.02 0.370
H 1.1551 -1.6771 1.9153 0.20 0.70 0.09 0.408
H -0.5356 2.6624 0.5335 -1.18 -0.94 -0.09 0.353
H -1.9688 1.7919 -1.6696 -1.69 1.90 -1.09 0.539
H -0.6504 -2.1784 -1.4387 -0.18 0.56 -0.50 0.375
H -0.3906 0.1439 1.7540 -0.76 0.40 -1.01 0.545
H -2.3443 2.8826 0.4720 0.65 -1.57 -0.91 0.377
H -3.1668 -0.0062 1.0701 0.74 0.57 -0.01 0.386
H 0.9672 -2.0748 -1.2471 4.29 -2.67 0.32 0.547
H -3.5060 0.6779 -0.4301 -1.98 1.97 -1.61 0.490
H 0.3606 -0.6204 -1.6349 -0.35 -0.04 -0.89 0.506
H -0.4821 -2.4086 1.9264 0.74 0.60 -0.68 0.364
H 0.8377 -3.0600 0.8833 -1.02 2.23 0.09 0.316
```
Forces are in eV/Å.

Computed properties:
Gap between HOMO and LUMO (alpha / beta)   8.457 / 8.457 eV
HOMO (alpha / beta)   -12.5 / -12.5 eV
Charge   +1

(2)
C9H16NOP | ωB97M-V/def2-TZVPD

The geometry in XYZ format:
```
28
Properties=species:S:1:pos:R:3:forces:R:3:mulliken_charge:R:1
P -1.2378 -1.6814 2.6675 0.19 0.31 0.04 0.037
O 0.7430 0.1407 1.3009 1.76 -0.06 0.66 -0.296
N -2.7298 1.0564 -3.4656 1.94 -0.25 1.16 -0.742
C -0.8554 0.1351 -0.5874 1.14 -2.45 -0.61 0.050
C -1.1970 0.7468 -1.7361 0.04 -0.19 0.70 -0.389
C -1.5875 -0.3409 3.8724 -1.59 0.55 -1.51 -0.896
C -2.1720 0.1953 -2.6418 -3.21 1.93 -1.99 0.647
C 2.0695 -0.1609 0.6374 0.86 1.85 1.66 0.635
C -0.3089 0.3446 0.6697 -2.29 0.49 0.57 -0.234
C 3.2011 0.2487 1.6543 -2.15 -1.59 1.42 -1.476
C -2.7953 -1.1561 -2.5454 1.42 -2.95 1.99 -1.038
C 2.0382 0.5977 -0.6434 2.73 1.37 -0.35 -1.384
H -2.8850 -1.5062 -1.3929 -0.28 0.78 -2.72 0.185
H -1.0677 -0.9869 -0.5367 -0.14 1.23 0.12 0.124
H -3.4862 0.6744 -4.0021 -0.34 -0.57 -0.18 0.234
H 3.1922 1.2842 1.9250 -0.58 0.63 0.45 0.398
H 3.1079 0.7665 -0.9883 -1.18 -0.71 0.00 0.367
H -2.0365 0.5655 3.3737 0.43 -0.90 0.16 0.254
H -2.0719 -1.9073 -2.9764 -0.34 0.54 0.53 0.281
H -0.8177 0.0402 4.5001 0.74 -0.18 0.66 0.316
H -3.6952 -1.3826 -3.1577 0.32 0.88 0.80 0.362
H 3.1194 -0.4606 2.5852 0.05 1.62 -1.57 0.298
H 1.4276 0.1444 -1.3737 -0.30 -0.47 -1.01 0.434
H -2.4301 -0.7894 4.4035 0.12 0.20 0.64 0.343
H 1.7170 1.6558 -0.5439 -0.20 -0.68 0.47 0.374
H 4.1783 0.1268 1.2864 1.14 -0.68 -1.02 0.447
H -0.9510 1.7725 -1.9122 0.06 0.45 -0.11 0.443
H 2.1397 -1.2164 0.6666 -0.33 -1.18 -0.95 0.230
```
Forces are in eV/Å.

Computed properties:
Gap between HOMO and LUMO (alpha / beta)   6.408 / 6.514 eV
HOMO (alpha / beta)   -7.0 / -7.2 eV

(3)
C9H16O2S3 | ωB97M-V/def2-TZVPD

The geometry in XYZ format:
```
30
Properties=species:S:1:pos:R:3:forces:R:3:mulliken_charge:R:1
S -0.2306 0.1421 -2.8012 -0.55 0.26 0.08 0.344
S 0.6470 2.4762 1.9062 -0.42 0.63 -0.19 -0.110
S 2.3844 2.9958 2.8781 -0.75 -0.50 -0.53 -0.078
O -0.2541 -1.0865 -3.6936 -0.15 1.26 1.09 -0.600
O -3.8517 -2.6080 -2.1275 1.14 1.61 -0.55 -0.503
C 3.7867 -0.6126 3.4664 -0.34 1.68 -0.30 -0.825
C -2.9287 -0.4477 -1.6982 2.17 -0.53 -0.17 -0.416
C -1.9863 0.7457 -2.2366 0.23 -2.33 1.35 -0.783
C 2.4057 1.5365 3.9353 0.95 -1.00 -0.25 -0.581
C 0.0593 0.5999 -0.0183 3.22 0.11 1.03 -0.242
C -2.8339 -1.7113 -2.6724 -0.82 1.99 0.10 -0.362
C 2.7697 0.2803 3.1369 1.56 -1.62 -1.99 0.389
C 1.0342 1.3859 0.5952 -2.18 -1.42 -2.24 -0.753
C 0.3798 -0.4183 -1.1041 0.80 1.02 -1.16 -0.560
H -3.9616 -0.0617 -1.6925 0.38 -0.38 0.27 0.428
H 2.2422 0.1691 1.9798 1.43 0.07 3.91 0.030
H -1.8067 -2.1371 -2.6715 -0.98 0.04 0.11 0.268
H 1.4634 1.3841 4.4443 -0.33 0.31 0.01 0.313
H 1.4964 -0.3748 -1.2625 -1.11 -0.51 0.11 0.312
H 0.0076 -1.4712 -1.1066 0.24 0.86 0.79 0.399
H 4.5264 -0.4575 4.3892 -2.02 -0.42 -2.02 0.231
H 1.9848 1.4536 0.0925 0.50 0.02 0.28 0.492
H -3.8523 -3.3387 -2.7170 -0.24 -1.25 -0.65 0.308
H 3.1601 1.7951 4.6828 0.09 -0.42 0.10 0.346
H -2.4156 1.2824 -3.0665 -0.07 0.04 -0.35 0.510
H -0.8861 0.5618 0.4217 -1.50 -0.04 0.62 0.470
H -1.8234 1.4224 -1.3772 0.21 -0.05 -0.75 0.395
H -2.5674 -0.7891 -0.6076 -1.01 0.84 -2.38 0.086
H 4.0534 -1.4235 2.7165 -0.39 1.04 1.28 0.258
H -3.0026 -1.2928 -3.7917 -0.06 -1.29 2.38 0.235
```
Forces are in eV/Å.

Computed properties:
Gap between HOMO and LUMO   8.945 eV
HOMO   -8.6 eV

(4)
C9H16Si | ωB97M-V/def2-TZVPD

The geometry in XYZ format:
```
26
Properties=species:S:1:pos:R:3:forces:R:3:mulliken_charge:R:1
Si -0.8902 1.7404 -0.1275 1.36 -2.18 0.96 0.648
C 2.3035 -1.0356 -0.5382 3.19 0.00 2.92 -1.594
C 0.3726 -2.4590 0.4394 0.63 1.18 -3.81 -2.238
C 1.0324 -0.2159 -0.3263 2.19 -0.87 -1.33 0.348
C 1.3306 1.3358 -0.4529 -5.52 -1.74 1.63 -0.093
C -1.5509 -0.9320 -0.1405 0.79 2.54 0.94 -0.781
C -3.8236 0.4503 -0.0708 -0.64 -3.32 4.08 -1.188
C -0.0015 -1.0854 -0.1093 -0.99 1.94 1.07 0.934
C 2.0565 1.9162 0.7248 1.95 -0.17 -1.89 -1.344
C -2.4079 0.0934 0.0981 5.72 2.12 -0.07 0.126
H 3.1150 2.2195 0.3711 -1.33 -0.83 1.14 0.284
H -4.2980 0.9585 0.8186 0.87 -0.07 -1.00 0.279
H -0.4754 -2.8826 0.7504 -3.38 -1.88 1.29 0.645
H 2.8611 -1.3907 0.4938 -1.31 1.24 -1.87 0.233
H 3.1248 -0.4606 -1.0287 -0.80 -0.36 0.07 0.369
H 0.7794 -3.1125 -0.3411 0.01 -0.02 0.18 0.391
H -0.7986 2.9361 0.6794 -0.40 0.50 0.67 -0.242
H -1.8686 -1.8843 -0.3220 -1.64 -2.60 -0.64 0.490
H 1.7826 1.7825 -1.3034 -0.40 -0.45 -1.54 0.593
H 2.2301 -2.0347 -0.9443 -0.35 0.18 -0.80 0.401
H -3.8520 0.9877 -0.9205 -0.87 1.94 -2.93 0.349
H -1.2162 2.0500 -1.4167 -0.96 0.96 -2.52 -0.191
H -4.3792 -0.5193 -0.0988 0.00 0.68 -0.62 0.343
H 1.9694 1.1951 1.4779 0.74 -0.83 1.63 0.413
H 1.5904 2.7889 1.0487 -0.69 1.68 0.64 0.384
H 1.0136 -2.4418 1.2390 1.83 0.35 1.79 0.439
```
Forces are in eV/Å.

Computed properties:
Gap between HOMO and LUMO   9.068 eV
SMILES   CC1=CC(C)=C(C)[C@H](C)[SiH2]1
HOMO   -8.2 eV

Q: Which energy relative to the best compared isomer or geometry (same formula, charge and spin) values were calculated for the entries above? A: 114.24, 104.25, 58.26, 114.42, in kcal per mole.
Q: Which E values were calculated for the entries above? A: -701.06135, -823.58382, -1697.40387, -641.78695, in hartree.
Q: Which strongest force on any atom values were calculated for the entries above? A: 5.43, 4.24, 4.16, 6.10, in eV Å⁻¹.